# 1
Below is a 2-piece molecular cluster, C7H10BrNO6 overall, with properties calculated with the ωB97M-V functional and the def2-TZVPD basis.

Output
Total charge   0
Highest occupied orbital energy   -0.3458 Eh
F_max   4.93 eV Å⁻¹

```
25
Properties=species:S:1:pos:R:3:forces:R:3
C 0.36838 3.08012 -1.65688 0.6 1.6 1.1
C -0.03211 2.21146 -2.69703 -2.1 -1.3 0.1
C 0.38713 -0.19556 2.14644 -0.4 -4.0 -0.2
C -0.21784 -1.10376 1.05779 1.1 -0.7 -2.0
C -0.53905 -0.23536 -0.20733 1.3 -2.5 -0.6
C -1.25051 -1.07928 -1.31640 0.3 0.0 3.1
C -0.21548 -1.96704 -1.91206 0.5 -1.2 0.4
N 0.38389 3.81348 -0.74564 0.1 -1.1 -1.2
O 0.81733 1.76829 -3.52436 3.1 3.1 2.1
O 1.62128 0.29252 1.77754 1.7 0.3 0.4
O -1.32084 -1.87820 1.56538 1.3 0.4 -0.8
O 0.62894 0.29356 -0.81637 0.8 -0.4 -0.7
O -2.02932 -0.33204 -2.11916 -1.0 1.7 -1.5
O 0.25502 -2.91886 -1.36283 -0.2 0.8 -0.6
Br 0.22582 -1.53118 -3.69847 0.5 0.0 -1.2
H -0.27958 0.59023 2.26852 -1.5 1.5 0.9
H 0.43201 -0.94587 2.97608 0.0 1.2 0.0
H 0.52404 -1.89097 0.61442 -1.1 1.4 1.4
H -1.07366 0.62602 -0.04368 -2.3 1.7 1.1
H -1.82876 -1.84098 -0.75955 -0.4 0.5 -0.2
H 2.17886 0.23557 2.56908 0.1 0.3 -0.6
H -1.92223 -1.27778 1.98230 -0.8 0.5 0.4
H 1.31663 0.56297 -0.19723 -0.2 -0.1 0.4
H -1.81487 0.64450 -2.14505 0.3 -1.4 0.0
H 0.55163 1.09540 -4.07798 -1.8 -2.5 -2.0
```
Forces are in eV/Å.

=====

# 2
Below is a 3-piece molecular cluster, C3H11NO3 overall, with properties calculated with the ωB97M-V functional and the def2-TZVPD basis.

Output
Total charge   0
SMILES   C[C@H](N)C=O.O.O
Highest occupied orbital energy   -0.3535 Eh
F_max   4.19 eV Å⁻¹

```
18
Properties=species:S:1:pos:R:3:forces:R:3
C 1.40778 -1.30723 0.60219 -2.4 -1.1 3.1
C -0.03856 -1.73459 0.11344 1.7 0.3 2.3
N -0.74581 -0.60627 -0.33599 0.8 -0.1 -1.2
C -0.87927 -2.74921 1.00677 0.6 -2.4 -3.4
O -2.07425 -2.68098 1.06428 -0.1 0.8 1.0
H 1.41456 -1.41475 1.71432 0.2 -0.9 -0.4
H 2.20991 -1.89345 0.22700 0.6 0.0 -0.6
H 1.52281 -0.26438 0.71722 0.5 1.2 -1.3
H 0.17206 -2.36220 -0.68420 0.1 -1.5 -1.8
H -1.61668 -0.85568 -0.71335 -1.4 -0.4 -0.6
H -0.92551 -0.07232 0.44716 -0.7 1.7 1.9
H -0.47847 -3.88995 0.91110 0.1 2.1 1.2
O 0.39393 2.04090 0.43551 -2.7 0.1 -1.4
H 1.01156 1.33431 0.31956 0.6 -0.5 -0.3
H -0.37384 1.74491 -0.18050 2.1 0.8 1.5
O -0.03710 4.85591 -2.15296 0.4 -0.9 2.1
H -0.09320 4.57002 -1.18712 0.3 0.5 -1.9
H -0.86991 5.28495 -2.30442 -0.6 0.4 -0.2
```
Forces are in eV/Å.

=====

# 3
Below is C4H7NO2 as an isolated structure, with properties calculated with the ωB97M-V functional and the def2-TZVPD basis.

Output
Total charge   0
Highest occupied orbital energy (alpha / beta)   -0.3149 / -0.3148 Eh
F_max   0.39 eV Å⁻¹

```
14
Properties=species:S:1:pos:R:3:forces:R:3
O -0.32793 -1.80902 1.43455 -0.1 0.0 0.0
C 0.08386 -0.50760 1.17104 0.1 0.1 -0.1
C 1.20513 -0.28823 0.21322 -0.1 -0.2 0.0
N 0.87038 0.74826 -0.61851 0.0 -0.1 0.2
C -0.34429 1.25859 -0.34934 -0.1 0.0 0.0
C -1.02315 0.39100 0.57733 -0.2 0.1 0.1
O -2.19036 0.26211 0.91152 0.4 0.1 -0.1
H -1.29587 -1.73685 1.52500 0.1 -0.1 0.0
H 0.38040 0.02793 2.09996 0.0 0.0 -0.1
H 2.06669 -0.90817 -0.00760 -0.1 0.1 0.0
H -0.19067 -0.60220 -2.99293 0.0 0.0 -0.1
H 1.84982 0.97119 -0.01097 0.1 0.2 0.0
H -0.34264 0.12471 -3.00958 0.0 -0.1 0.0
H -0.74137 2.06828 -0.94369 0.0 -0.1 0.1
```
Forces are in eV/Å.

=====

How do the records compare in ΔE to the lowest compared entry with this formula, charge and spin? In the order shown, they have 15.66; 71.90; 126.24 kcal/mol.